# CH6BN

A cluster of 2 separate species, CH6BN in total in a non-equilibrium geometry (ωB97M-V/def2-TZVPD, OMol25).

Geometry as XYZ:
```
9
Properties=species:S:1:pos:R:3:nbo_charge:R:1
B 0.8294 0.9604 -0.8712 0.429
C -0.1377 -0.8318 0.5482 -0.167
N 0.3882 0.4257 0.3207 -0.805
H 1.5424 1.7861 -0.7987 -0.080
H 0.3044 0.3778 -1.7188 -0.077
H -0.4035 -1.1093 1.5124 0.173
H -2.6139 -0.8956 -0.0727 -0.087
H -0.3710 -1.6523 -0.1817 0.209
H 0.4617 0.9390 1.2618 0.405
```

HOMO energy (alpha / beta)	-10.05 / -7.41	eV
ΔE to the lowest compared entry with this formula, charge and spin	129.5	kcal per mole